(1)
C5H9BO | the ωB97M-V functional and the def2-TZVPD basis

Properties
* energy above the lowest of the compared OMol25 structures with the same formula, charge and spin: 317.3 kJ/mol
* HOMO-LUMO gap: 9.2 eV
* net charge: 0

```
16
Properties=species:S:1:pos:R:3:forces:R:3
B 0.229782 0.466554 -0.312912 3.84 1.51 -2.19
C -0.827396 1.559518 -0.311391 1.72 -2.14 0.31
C -1.838236 0.882444 0.236093 -3.29 1.50 0.60
C -0.456027 -0.906938 -0.183747 0.52 -0.79 -2.08
C -1.877227 -0.617048 0.100328 -1.06 1.05 0.15
C 2.769350 -0.124079 0.211268 0.23 2.61 3.13
O 2.162623 0.813553 -0.588601 -5.83 0.09 -0.14
H -0.796548 2.582652 -0.496037 0.03 1.54 0.12
H -2.688112 1.517560 0.609585 0.36 -1.08 -0.32
H -0.559057 -1.460279 -1.120156 1.21 0.09 -0.40
H -0.019251 -1.580817 0.464875 0.94 -1.42 1.61
H -2.340024 -1.268161 0.818204 0.01 0.34 1.24
H -2.528156 -0.874157 -0.752530 0.27 0.53 -0.16
H 2.064621 -0.380868 1.089548 1.69 0.23 -0.53
H 3.769671 0.385383 0.525974 -1.48 -1.36 0.07
H 2.933986 -0.995322 -0.290507 0.85 -2.71 -1.40
```
Positions in Å, forces in eV/Å.

***

(2)
C5H9BrO | the ωB97M-V functional and the def2-TZVPD basis

Properties
* energy above the lowest of the compared OMol25 structures with the same formula, charge and spin: 183.2 kJ/mol
* HOMO-LUMO gap (spin up / spin down): 7.5 / 8.0 eV
* net charge: 0

```
16
Properties=species:S:1:pos:R:3:forces:R:3
C -0.667783 -1.580844 0.286421 2.24 -0.76 0.64
C -0.824691 -1.787370 -1.200468 -1.85 0.23 -0.99
C 1.425309 1.371555 -0.083202 -1.31 1.97 -0.25
C 0.984433 0.873249 1.210819 -2.57 -2.31 -1.02
C -1.058670 -0.357858 0.911130 0.81 2.00 0.49
O 0.013867 -2.371020 0.955711 -0.79 0.30 -0.73
Br -2.515155 0.460349 0.104033 -0.88 1.07 -0.77
H -0.133748 -2.579547 -1.414447 0.33 -0.30 -0.48
H -1.885566 -2.167127 -1.458307 1.57 0.62 0.47
H -0.663900 -0.873275 -1.868996 -0.10 -1.14 1.18
H 1.378801 2.472819 -0.063317 -0.36 -0.34 -0.70
H 0.781511 0.893504 -0.863814 0.93 0.70 0.23
H 2.459285 1.161246 -0.175171 1.08 -0.62 -0.57
H 0.616409 1.468381 2.026712 0.26 -0.04 0.22
H 1.282691 -0.144382 1.259734 0.37 -0.68 1.49
H -1.225018 -0.256093 1.954196 0.27 -0.70 0.78
```
Positions in Å, forces in eV/Å.

***

(3)
C5H9Cl | the ωB97M-V functional and the def2-TZVPD basis

Properties
* energy above the lowest of the compared OMol25 structures with the same formula, charge and spin: 37.7 kJ/mol
* HOMO-LUMO gap: 11.5 eV
* net charge: 0
* SMILES: ClC1CCCC1

```
15
Properties=species:S:1:pos:R:3:forces:R:3
Cl -1.164971 -1.491940 -0.745820 -0.15 0.00 0.03
C -0.524220 0.085215 -0.189396 -2.16 -0.15 0.66
C -0.123925 0.096346 1.290390 -1.75 3.12 0.79
C 1.249661 0.802790 1.344752 -0.88 0.34 -0.95
C 1.162942 1.534735 -0.005769 0.80 2.59 1.40
C 0.668029 0.506842 -0.925048 1.86 -1.03 -1.76
H -1.352401 0.872926 -0.369430 1.20 -1.48 0.26
H -0.037367 -0.792285 1.774693 -0.06 -3.02 0.83
H -0.985083 0.623523 1.852996 1.58 -0.44 -0.62
H 1.410273 1.482693 2.200765 0.07 -0.65 -0.36
H 2.001926 0.007006 1.214797 0.09 0.50 0.59
H 2.041565 2.170717 -0.205967 -0.10 -0.70 -0.48
H 0.326570 2.249492 0.042951 0.27 0.28 0.37
H 0.340255 0.884860 -1.876778 0.37 0.08 -0.69
H 1.463858 -0.291513 -1.044651 -1.15 0.55 -0.06
```
Positions in Å, forces in eV/Å.

***

(4)
C5H9Cl3O | the ωB97M-V functional and the def2-TZVPD basis

Properties
* 2S+1: 2
* HOMO-LUMO gap (spin up / spin down): 11.1 / 4.8 eV
* net charge: +1

```
18
Properties=species:S:1:pos:R:3:forces:R:3
C 2.974825 -0.501621 2.036630 0.48 -0.19 0.75
Cl 1.597010 -1.244682 2.978822 0.57 0.84 -1.06
Cl 3.160152 1.292926 2.283132 -0.52 -1.51 -0.39
Cl 3.059159 -1.006492 0.313205 -0.30 0.43 0.84
H 3.838584 -0.981181 2.497092 -0.10 0.40 -0.15
C -1.221347 0.389240 0.221793 1.19 0.16 1.44
C -0.017871 -0.018213 -0.636657 -0.71 -1.48 0.72
C -0.790757 -0.399336 -1.883643 2.23 0.67 -2.02
O -1.737407 0.625787 -1.999616 -1.68 -0.17 -0.06
C -2.288455 0.790489 -0.712993 0.21 1.47 0.52
H -0.890623 1.287108 0.743866 -0.43 -0.35 0.75
H -1.535727 -0.427420 0.871670 0.18 0.31 0.26
H 0.388382 -0.912920 -0.164906 0.34 0.09 -0.37
H 0.766625 0.734277 -0.716681 -0.29 -0.06 -0.44
H -1.330911 -1.344364 -1.826580 -0.25 -0.29 0.28
H -0.278454 -0.343852 -2.844141 0.24 -0.43 0.09
H -3.208731 0.212666 -0.627492 -0.46 -0.04 -0.46
H -2.484454 1.847589 -0.533502 -0.70 0.14 -0.71
```
Positions in Å, forces in eV/Å.

***

(5)
C5H9Cl3O3Si | the ωB97M-V functional and the def2-TZVPD basis

Properties
* 2S+1: 3
* HOMO-LUMO gap (spin up / spin down): 5.0 / 6.3 eV
* net charge: 0

```
21
Properties=species:S:1:pos:R:3:forces:R:3
C 0.670514 -0.516120 -0.103015 -3.74 0.05 2.41
C 1.399206 0.533498 0.287308 1.76 3.87 -0.11
C 1.413670 -2.699010 0.098563 -2.25 -2.27 -1.76
C -1.469474 0.395364 0.571132 -0.87 0.03 4.37
C 1.268387 2.828845 0.060509 3.90 0.03 1.12
O 1.315639 -1.491992 -0.660216 0.00 -0.87 -0.33
O -0.670293 -0.694163 0.207585 1.98 -1.83 -1.85
O 1.021257 1.703836 0.871356 -0.67 -3.12 0.77
Si 3.701231 -0.082206 -0.293220 -1.32 1.62 -0.15
Cl 3.917361 -0.939444 -2.096114 0.88 -0.81 -1.88
Cl 4.404193 -1.292143 1.134763 1.17 -1.34 1.54
Cl 4.727267 1.726615 -0.223834 0.67 0.43 -0.03
H 0.404600 -3.220206 0.061930 1.17 0.35 -0.28
H 1.528289 -2.497169 1.112612 0.93 0.53 1.72
H 2.185604 -3.354185 -0.353977 -0.41 0.76 0.40
H -2.112486 0.034515 1.509564 1.14 0.44 -1.99
H -2.208031 0.559938 -0.211549 0.46 0.80 -0.09
H -0.802313 1.165093 1.097772 -1.58 -0.46 -1.70
H 1.957244 2.410493 -0.752534 -0.72 1.43 0.85
H 1.786246 3.588270 0.811045 -1.31 -1.04 -2.20
H 0.307335 3.013038 -0.305566 -1.22 1.42 -0.83
```
Positions in Å, forces in eV/Å.

***

(6)
C5H9ClF2S | the ωB97M-V functional and the def2-TZVPD basis

Properties
* energy above the lowest of the compared OMol25 structures with the same formula, charge and spin: 25.4 kJ/mol
* HOMO-LUMO gap: 9.6 eV
* net charge: 0
* SMILES: C=C(F)CCl.FCCS

```
18
Properties=species:S:1:pos:R:3:forces:R:3
C -1.369124 -0.575640 1.196838 -0.26 -0.12 0.09
C -2.208899 -0.325033 0.209362 0.39 0.25 0.18
F -3.335104 -1.055536 0.051582 -0.16 -0.15 -0.01
C -2.157044 0.708596 -0.876400 -0.06 0.00 -0.11
Cl -0.725120 1.753767 -0.802259 -1.83 0.70 -1.53
H -1.577262 -1.377616 1.897347 -0.09 0.07 -0.12
H -0.468073 0.013611 1.316083 -0.70 -0.41 0.02
H -3.042901 1.344187 -0.814755 0.08 -0.08 0.00
H -2.162065 0.213874 -1.849564 0.02 -0.02 0.09
F 0.772504 1.150896 0.857929 2.06 0.14 1.61
C 2.019697 0.754512 0.423331 0.74 -0.22 -0.18
C 2.027562 -0.731881 0.127149 0.01 0.00 0.05
S 0.904674 -1.242262 -1.203902 0.21 -0.18 -0.16
H 2.748586 0.976641 1.213414 -0.14 0.03 -0.09
H 2.279711 1.337289 -0.471479 -0.16 -0.07 0.17
H 3.049319 -1.058332 -0.091652 -0.15 0.08 0.03
H 1.694887 -1.276186 1.015253 0.03 0.01 -0.09
H 1.548652 -0.610889 -2.198273 0.03 -0.04 0.05
```
Positions in Å, forces in eV/Å.

***

(7)
C5H9ClI2O2OsP | the ωB97M-V functional and the def2-TZVPD basis

Properties
* energy above the lowest of the compared OMol25 structures with the same formula, charge and spin: 238.7 kJ/mol
* 2S+1: 5
* HOMO-LUMO gap (spin up / spin down): 6.2 / 5.7 eV
* net charge: +3

```
21
Properties=species:S:1:pos:R:3:forces:R:3
I -0.714847 1.223996 3.788485 -0.77 -1.37 1.72
I 0.677493 3.126638 2.321896 1.14 1.15 -1.02
Os 1.212637 0.379964 0.937321 -1.55 -1.64 3.28
P -0.461722 -0.396755 -0.479763 0.49 -1.23 -1.75
C -0.670361 0.654878 -1.890910 0.59 0.17 0.42
C -0.690485 -2.053559 -1.054321 0.40 -0.26 0.41
H -1.591672 -0.563796 1.633991 -0.52 -0.06 -0.52
H -2.572344 -0.076325 0.178080 -0.66 0.40 -0.02
H -1.507159 1.110214 1.074406 -0.68 0.21 -0.39
C -1.665800 0.078735 0.753788 0.85 0.15 0.84
H -0.549317 -2.796670 -0.267970 -0.17 0.03 -0.23
H -1.716667 -2.040629 -1.422234 -0.18 -0.27 -0.21
H -1.683122 0.455341 -2.236845 -0.14 0.18 -0.36
H 0.079280 0.379235 -2.637101 -0.21 0.11 -0.18
H 0.007162 -2.231739 -1.875632 -0.09 -0.07 -0.08
H -0.540932 1.690287 -1.574683 -0.21 0.14 -0.36
C 2.131832 1.230795 -0.441628 2.95 5.29 -8.92
O 2.669477 1.736778 -1.409027 -3.50 -3.72 7.02
Cl 0.352661 -1.849881 2.009802 1.26 2.12 -0.07
O 4.192632 -0.037828 1.445140 -7.04 -0.09 -2.02
C 3.041252 -0.019677 1.147205 8.04 -1.24 2.44
```
Positions in Å, forces in eV/Å.

***

(8)
C5H9ClN2 | the ωB97M-V functional and the def2-TZVPD basis

Properties
* energy above the lowest of the compared OMol25 structures with the same formula, charge and spin: 177.9 kJ/mol
* HOMO-LUMO gap: 10.5 eV
* net charge: 0
* SMILES: [H]/N=C(C)/C(Cl)=N/CC

```
17
Properties=species:S:1:pos:R:3:forces:R:3
H 3.335262 0.402827 1.367541 1.22 0.98 -0.27
N 2.508898 -0.119082 1.264263 -1.02 -1.58 1.24
C 1.759618 0.186492 0.320341 -0.29 1.00 -1.27
C 2.067789 1.219063 -0.725221 0.69 1.05 -3.05
C 0.418495 -0.531907 0.132395 1.88 0.17 0.38
Cl 0.410486 -2.045997 1.039917 -0.61 -0.08 -0.12
N -0.456200 -0.039328 -0.589213 -2.38 -0.80 -0.86
C -1.845136 -0.750626 -0.668799 1.86 4.01 2.30
C -2.588727 -0.195906 0.613194 2.28 -2.79 -0.08
H 2.406940 0.758084 -1.728271 -0.73 0.01 1.51
H 1.233876 1.858801 -1.065473 -0.05 -0.63 0.54
H 2.895028 1.956267 -0.616937 -0.32 -0.79 1.08
H -2.399537 -0.343942 -1.464819 -0.10 -0.01 -1.57
H -1.614003 -1.765246 -0.694863 -0.35 -1.80 0.02
H -3.267640 0.606878 0.460152 -0.06 0.80 -0.04
H -3.081238 -1.061024 0.985926 -1.28 -0.58 0.38
H -1.783910 -0.135348 1.369861 -0.73 1.04 -0.17
```
Positions in Å, forces in eV/Å.

***

(9)
C5H9CuO3 | the ωB97M-V functional and the def2-TZVPD basis

Properties
* energy above the lowest of the compared OMol25 structures with the same formula, charge and spin: 35.6 kJ/mol
* HOMO-LUMO gap: 7.3 eV
* net charge: 0

```
18
Properties=species:S:1:pos:R:3:forces:R:3
C 3.996685 2.278679 -1.429293 -0.24 -0.50 -0.02
C 3.059169 3.090149 -0.924253 -0.39 -0.36 0.07
H 4.095631 2.127496 -2.507306 0.00 0.06 0.33
H 4.719784 1.776513 -0.781984 -0.18 0.17 -0.21
H 2.357541 3.617594 -1.575256 0.22 -0.12 0.23
H 2.987127 3.271859 0.151356 0.00 -0.02 -0.36
H -2.010148 0.242746 0.039423 0.21 -0.28 -0.04
O -2.052094 -1.744716 -0.544973 -0.03 -0.03 -0.23
C -1.305476 -0.633148 -0.000717 -0.37 0.39 0.42
C -2.741116 -2.398110 0.501249 -0.01 -0.06 0.01
O -0.211109 -0.398204 -0.658633 2.29 0.81 -0.98
O -1.075203 -1.039901 1.354314 0.11 0.00 0.35
C -2.257661 -1.676926 1.772554 -0.04 0.02 0.08
Cu 1.767161 0.560175 -0.986856 -1.82 -0.30 0.55
H -2.468481 -3.464418 0.503216 -0.06 0.24 -0.01
H -3.831506 -2.314590 0.371925 0.22 -0.02 0.01
H -2.029974 -2.359506 2.599595 -0.04 0.16 -0.17
H -3.000334 -0.935693 2.115632 0.11 -0.15 -0.05
```
Positions in Å, forces in eV/Å.

***

(10)
C5H9CuO3 | the ωB97M-V functional and the def2-TZVPD basis

Properties
* energy above the lowest of the compared OMol25 structures with the same formula, charge and spin: 95.5 kJ/mol
* 2S+1: 2
* HOMO-LUMO gap (spin up / spin down): 8.5 / 8.5 eV
* net charge: +1

```
18
Properties=species:S:1:pos:R:3:forces:R:3
H 1.707273 -4.062183 -0.167915 -1.90 0.87 -2.81
O -1.047397 -4.025208 -2.349205 1.20 -0.27 -0.30
O -3.122179 -3.530731 -2.065392 0.71 -0.31 -0.32
O -1.599714 -1.931728 -1.735851 -1.08 0.09 -0.13
C 0.373276 -3.699097 -2.338532 -1.00 0.71 0.16
C -4.184607 -2.617292 -1.698441 -0.39 0.72 0.12
C 1.087286 -4.396053 -1.276966 2.38 0.20 3.55
C -5.491217 -3.354168 -1.831779 -0.15 -0.14 -0.04
C -1.904379 -3.091279 -2.060126 -1.11 -0.01 0.66
H 0.756502 -3.833157 -3.356664 -0.11 0.38 0.36
H -4.005516 -2.280729 -0.670555 0.01 -0.08 -0.22
H -4.127460 -1.751877 -2.370444 -0.02 -0.19 0.19
H 2.055078 -4.722409 -1.681454 -0.65 -1.09 -0.08
H 0.406938 -5.012646 -0.668825 0.37 -0.78 -0.97
H -6.303873 -2.683267 -1.524895 0.20 -0.18 -0.08
H -5.667641 -3.660781 -2.870595 0.04 0.06 0.29
H -5.508130 -4.240163 -1.184515 -0.02 0.23 -0.18
Cu 0.206431 -1.631026 -1.676038 1.52 -0.21 -0.19
```
Positions in Å, forces in eV/Å.

***

(11)
C5H9FN | the ωB97M-V functional and the def2-TZVPD basis

Properties
* energy above the lowest of the compared OMol25 structures with the same formula, charge and spin: 277.4 kJ/mol
* HOMO-LUMO gap (spin up / spin down): 9.3 / 9.3 eV
* net charge: +1

```
16
Properties=species:S:1:pos:R:3:forces:R:3
C 1.536487 -1.123344 0.086842 0.17 -0.30 0.39
C -0.022425 0.649722 -1.054298 0.48 -0.32 -0.43
C -0.730882 0.809902 1.319692 1.68 -3.54 -0.59
C 0.327131 -0.805964 -0.819259 -0.44 0.00 0.03
C 0.176535 -1.298683 0.560177 -1.49 3.13 1.00
N -1.060728 1.118690 -0.058595 -0.38 0.35 -0.14
F -0.475083 -2.325645 1.049957 0.42 0.09 -0.30
H 2.124563 -2.013601 -0.102251 -0.09 -0.08 -0.15
H 2.124012 -0.290114 0.442727 0.00 0.10 0.06
H 0.858715 1.281044 -0.927382 -0.18 0.09 0.07
H -0.416072 0.795295 -2.062123 -0.03 0.15 0.14
H -1.542636 0.539891 1.968187 -0.29 0.18 -0.03
H 0.115899 1.326389 1.734754 0.03 0.33 -0.10
H 0.115583 -1.466083 -1.651047 0.05 -0.12 0.06
H -1.174800 2.133755 -0.200372 -0.13 -0.28 -0.04
H -1.956298 0.668747 -0.287009 0.21 0.22 0.04
```
Positions in Å, forces in eV/Å.

***

(12)
C5H9FN2 | the ωB97M-V functional and the def2-TZVPD basis

Properties
* energy above the lowest of the compared OMol25 structures with the same formula, charge and spin: 60.6 kJ/mol
* HOMO-LUMO gap: 10.2 eV
* net charge: 0
* SMILES: N[C@H]1[C@@H](N)C=C[C@@H]1F

```
17
Properties=species:S:1:pos:R:3:forces:R:3
N 0.171835 1.985195 -0.080902 -0.74 0.62 -0.21
C -0.258764 0.671995 -0.487127 -0.54 -1.08 0.17
C 0.908132 -0.346069 -0.528366 -0.26 -1.41 -1.52
N 1.972677 -0.134020 0.428189 -0.18 -0.18 0.39
C 0.195688 -1.713427 -0.291614 1.58 0.93 -0.48
C -1.027483 -1.526273 0.139760 -1.47 0.31 0.93
C -1.367266 -0.041459 0.370688 2.52 -1.21 -1.21
F -2.606799 0.265988 -0.080491 -1.04 0.42 0.12
H -0.552753 2.660262 -0.353204 0.49 -0.24 0.16
H 0.190926 2.004407 0.927299 0.21 0.22 0.29
H -0.685162 0.715580 -1.489026 0.00 0.13 -0.08
H 1.328877 -0.402820 -1.590371 -0.16 0.38 1.44
H 2.373179 0.784571 0.283337 0.02 0.07 0.11
H 1.590443 -0.180031 1.381514 0.34 0.06 -0.49
H 0.744607 -2.648920 -0.478338 -0.53 0.45 0.19
H -1.761888 -2.286907 0.430326 0.36 0.20 -0.24
H -1.216248 0.191936 1.418334 -0.60 0.31 0.44
```
Positions in Å, forces in eV/Å.

***

no.,energy (eV)
1,-8051.4050
2,-77417.3879
3,-17852.9402
4,-44935.0206
5,-56914.2080
6,-34121.8462
7,-49868.9330
8,-20832.0116
9,-56109.6182
10,-56103.2598
11,-9527.7560
12,-11027.8841